(1)
Here is a structure of composition C41H58F3GeN4O3PSSe2Si3W at a distorted geometry from the Open Molecules 2025 dataset. Energies are from ωB97M-V/def2-TZVPD.

Structure (XYZ):
```
118
Properties=species:S:1:pos:R:3:forces:R:3:mulliken_charge:R:1
W 0.293 -0.513 -0.390 5.104 -2.329 1.124 0.546
F 4.641 -2.978 2.296 -0.062 -0.082 -0.112 -0.220
C 3.813 -3.746 1.562 0.232 -0.018 0.136 0.252
F 3.989 -5.014 1.971 -0.051 0.074 -0.045 -0.306
F 4.223 -3.677 0.290 -0.078 -0.005 0.032 -0.217
C 2.380 -3.319 1.734 -0.047 -0.251 0.121 -0.820
C 1.479 -4.147 2.384 -0.077 0.402 -0.112 -0.442
C 0.174 -3.702 2.559 0.141 -0.261 0.292 -1.882
C -0.211 -2.502 2.022 -0.148 0.814 -0.138 0.480
N 0.636 -1.693 1.343 1.045 -2.040 0.705 0.557
C 1.940 -2.087 1.250 -0.181 0.600 0.434 0.966
S 2.924 -0.857 0.514 -0.695 -0.270 -0.545 -0.420
H 1.800 -5.105 2.765 -0.004 -0.017 -0.001 0.616
H -0.541 -4.301 3.104 -0.041 0.036 -0.008 0.557
H -1.204 -2.106 2.168 -0.073 -0.127 -0.132 0.104
Se 1.332 -1.994 -1.940 1.160 -0.758 -1.422 -0.278
P 0.220 0.747 -3.227 0.363 0.809 -0.596 0.155
Se 0.973 1.691 -1.233 0.373 0.608 -1.343 -0.474
C -1.105 1.900 -3.754 -0.059 -0.208 0.125 0.194
C -1.591 3.008 -3.072 0.033 -0.003 -0.043 0.004
C -2.690 3.700 -3.568 0.003 -0.001 0.086 -0.471
C -3.303 3.291 -4.740 -0.077 0.110 -0.019 -0.562
C -2.814 2.193 -5.436 0.098 -0.026 -0.024 -0.684
C -1.726 1.496 -4.941 -0.068 0.115 0.086 -0.587
C 1.480 1.201 -4.468 -0.050 -0.205 0.130 0.752
C 1.627 2.489 -4.981 0.169 -0.102 0.009 -0.195
C 2.432 2.697 -6.088 -0.024 0.104 0.019 -0.696
C 3.087 1.628 -6.687 0.070 -0.022 -0.064 -0.467
C 2.963 0.351 -6.166 0.005 -0.052 0.045 -0.739
C 2.163 0.135 -5.052 0.053 0.191 -0.066 -0.331
H -1.106 3.344 -2.162 -0.021 -0.034 0.012 0.101
H -3.061 4.560 -3.025 -0.028 0.015 -0.041 0.471
H -4.159 3.836 -5.117 -0.001 -0.007 -0.018 0.412
H -3.275 1.881 -6.364 -0.044 -0.002 0.019 0.442
H -1.346 0.626 -5.466 -0.038 0.018 -0.057 0.453
H 1.110 3.322 -4.520 -0.074 -0.002 -0.042 0.362
H 2.534 3.692 -6.500 0.025 0.004 0.007 0.406
H 3.694 1.794 -7.567 0.009 0.011 0.000 0.390
H 3.467 -0.485 -6.633 0.046 0.026 -0.005 0.419
H 2.058 -0.859 -4.637 -0.053 -0.028 -0.041 0.242
C 3.877 2.810 3.943 -0.215 -0.120 -0.368 -1.120
Si 3.843 1.591 2.499 0.322 -0.042 -0.054 0.753
C 4.719 2.277 0.972 -0.134 -0.182 0.212 -1.117
C 4.680 0.014 3.119 -0.199 0.101 -0.163 -1.165
Ge 1.369 0.999 1.525 0.263 1.349 1.958 0.886
Si 1.012 3.743 1.543 -0.232 0.110 -0.302 0.929
C 2.084 4.631 0.266 -0.148 -0.319 0.158 -1.112
C -0.824 3.893 1.100 0.257 -0.294 -0.070 0.023
C 1.201 4.636 3.211 0.100 -0.282 -0.226 -1.688
Si 0.235 0.422 3.725 0.344 -0.036 0.388 1.176
C -1.623 -0.022 3.756 0.203 -0.070 -0.350 -0.721
C 0.317 1.851 4.974 0.100 -0.125 -0.337 -1.496
C 1.299 -0.949 4.519 -0.203 0.098 -0.142 -0.565
H 4.925 2.965 4.212 0.076 -0.095 -0.088 0.462
H 3.371 2.421 4.825 0.021 -0.025 0.003 0.309
H 3.455 3.779 3.695 0.057 0.004 0.035 0.274
H 5.761 1.950 0.975 0.016 -0.037 0.039 0.502
H 4.714 3.366 0.951 -0.040 -0.002 0.031 0.339
H 4.258 1.918 0.051 0.014 0.019 -0.036 0.234
H 5.433 0.269 3.868 -0.014 0.136 0.010 0.563
H 5.179 -0.504 2.301 -0.008 0.020 -0.001 0.340
H 3.989 -0.691 3.579 -0.013 0.038 0.015 0.221
H 2.056 4.117 -0.693 0.075 0.111 -0.001 0.174
H 3.122 4.721 0.581 -0.011 0.005 0.044 0.301
H 1.690 5.641 0.126 -0.072 0.022 0.068 0.482
H -1.104 3.212 0.297 -0.022 0.051 0.008 -0.648
H -1.037 4.911 0.762 0.091 0.072 0.049 0.608
H -1.457 3.690 1.965 0.033 -0.002 0.051 0.284
H 2.056 5.312 3.191 0.028 -0.012 -0.041 0.549
H 1.304 3.980 4.069 -0.002 0.102 -0.015 0.454
H 0.307 5.244 3.368 -0.075 -0.028 -0.087 0.456
H -2.173 0.792 4.230 0.050 0.049 0.026 0.544
H -1.806 -0.923 4.344 0.088 -0.011 0.052 0.558
H -2.053 -0.170 2.767 -0.028 -0.033 0.043 -0.399
H -0.339 2.682 4.714 -0.011 -0.002 -0.013 0.361
H 1.328 2.232 5.104 -0.033 -0.007 0.061 0.205
H -0.012 1.460 5.940 -0.037 -0.091 -0.009 0.493
H 1.890 -1.504 3.791 0.002 -0.049 0.043 -0.444
H 0.690 -1.668 5.071 -0.055 0.019 0.013 0.451
H 1.993 -0.503 5.233 0.030 0.051 -0.020 0.483
C -0.641 -6.700 -1.016 0.018 0.151 -0.090 -0.658
C 0.484 -5.689 -1.085 -0.066 0.007 0.069 -0.674
N 0.043 -4.451 -0.456 0.395 -0.374 -0.093 0.727
C -1.192 -3.918 -0.616 -0.022 0.577 0.349 -0.589
N -1.377 -2.649 -0.282 -0.500 -0.632 -0.207 1.086
C -2.790 -2.256 -0.192 0.085 -0.084 -0.022 -0.347
C -3.703 -3.397 0.226 0.128 0.092 -0.212 -0.767
C -3.582 -4.462 -0.838 -0.026 0.094 0.094 -0.768
N -2.173 -4.774 -1.011 -0.131 -0.351 -0.067 0.237
C -1.870 -6.061 -1.636 0.153 0.001 0.068 -0.683
H -0.840 -6.958 0.026 -0.012 -0.027 -0.005 0.286
H -0.377 -7.609 -1.556 -0.003 -0.013 0.004 0.401
H 0.779 -5.501 -2.124 0.006 -0.078 -0.014 0.287
H 1.365 -6.035 -0.544 -0.001 -0.008 -0.026 0.342
H 0.789 -3.777 -0.376 -0.202 0.250 -0.089 -0.681
H -3.149 -1.881 -1.156 -0.035 0.120 0.074 0.134
H -2.880 -1.454 0.543 -0.001 0.036 -0.016 -0.093
H -4.731 -3.046 0.305 -0.010 -0.033 0.059 0.391
H -3.384 -3.804 1.190 -0.070 0.023 0.035 0.311
H -4.028 -4.124 -1.780 -0.015 0.007 0.024 0.268
H -4.094 -5.378 -0.537 0.003 -0.004 -0.037 0.563
H -1.714 -5.922 -2.712 -0.047 -0.051 -0.006 0.259
H -2.741 -6.701 -1.503 -0.017 0.015 -0.046 0.368
O -3.737 0.504 -2.521 -0.075 0.019 -0.047 -0.615
C -3.986 1.154 -1.381 0.495 -0.209 0.224 0.284
C -5.215 1.794 -1.272 -0.325 0.191 -0.044 -0.721
C -5.579 2.426 -0.102 0.182 -0.177 -0.170 -0.718
C -4.721 2.425 1.002 -0.008 0.125 0.235 -1.179
C -3.500 1.812 0.913 0.081 -0.162 -0.156 -0.570
C -3.093 1.176 -0.280 -0.744 0.302 -0.196 1.363
C -1.849 0.493 -0.310 0.084 -0.869 0.810 0.587
O -1.371 -0.178 -1.334 -2.964 1.404 0.141 -1.352
O -1.072 0.333 0.730 -3.974 1.982 -0.076 -0.611
H -2.837 0.144 -2.526 0.069 0.040 -0.043 0.314
H -5.871 1.778 -2.131 -0.004 -0.022 -0.002 0.569
H -6.544 2.910 -0.037 -0.009 0.022 -0.005 0.433
H -5.021 2.905 1.923 0.002 -0.002 -0.001 0.514
H -2.828 1.781 1.760 0.008 0.055 -0.005 0.276
```
Forces are in eV/Å.

relative energy (zero: lowest compared OMol25 entry of this formula, charge and spin)	354.9	kJ/mol
multiplicity	4
LUMO level (spin up / spin down)	-0.1066 / -0.1655	Eh
gap between HOMO and LUMO (spin up / spin down)	0.22354 / 0.18633	Eh
total charge	+1

(2)
Here is a structure of composition C41H59CoN2O5 at a distorted geometry from the Open Molecules 2025 dataset. Energies are from ωB97M-V/def2-TZVPD.

Structure (XYZ):
```
108
Properties=species:S:1:pos:R:3:forces:R:3:mulliken_charge:R:1
Co -0.175 0.031 -0.207 1.711 -0.573 0.706 2.041
C -0.584 -2.938 0.129 0.168 -0.254 -0.134 -1.362
N -0.679 -1.807 1.043 0.077 0.315 -0.186 1.090
C -2.030 -1.751 1.584 -0.184 0.078 0.174 -1.328
C 0.314 -1.913 2.122 0.263 0.261 0.141 -1.321
C 1.583 -1.074 1.879 0.011 -0.430 -0.029 -1.018
N 1.273 0.288 1.452 -0.387 -0.138 -0.437 1.609
C 2.437 0.984 0.902 0.211 0.217 -0.021 -1.630
C 3.091 0.460 -0.362 -0.267 -0.188 -0.035 -0.762
C 4.304 1.041 -0.677 -0.041 -0.112 -0.140 -0.635
C 4.985 0.731 -1.846 0.048 -0.041 -0.007 -0.435
C 4.385 -0.185 -2.695 0.157 0.133 0.155 -0.155
C 3.177 -0.805 -2.433 -0.258 0.023 0.276 -0.128
C 2.485 -0.496 -1.227 1.035 0.589 -0.214 0.558
O 1.391 -1.088 -0.888 -1.941 0.076 0.378 -0.263
C 2.659 -1.758 -3.510 -0.088 -0.178 -0.125 2.642
C 1.337 -2.448 -3.172 -0.008 0.032 -0.088 -1.949
C 2.445 -0.959 -4.805 0.026 -0.098 0.145 -1.639
C 3.702 -2.863 -3.761 -0.153 0.161 0.009 -2.020
C 6.311 1.404 -2.160 0.111 0.032 -0.001 2.070
C 7.308 1.120 -1.028 -0.105 0.071 -0.169 -1.651
C 6.070 2.914 -2.295 0.109 -0.197 0.003 -1.653
C 6.927 0.899 -3.469 -0.127 0.100 0.235 -2.075
C 0.737 1.077 2.570 -0.353 0.244 0.121 -1.245
C 0.061 2.361 2.166 -0.169 -0.387 -0.365 -0.032
C 0.456 3.563 2.711 -0.022 0.289 0.047 -0.341
C -0.242 4.732 2.443 0.001 -0.068 0.051 -0.429
C -1.333 4.627 1.587 0.233 0.083 0.176 -0.340
C -1.769 3.453 1.003 0.044 -0.444 0.000 0.372
C -1.063 2.252 1.295 0.593 1.049 0.630 -0.070
O -1.409 1.077 0.880 -0.318 -1.192 -0.911 -1.249
C -2.956 3.555 0.047 -0.185 0.054 -0.100 2.602
C -4.135 4.267 0.734 0.199 -0.049 -0.084 -1.989
C -3.472 2.209 -0.457 0.059 0.068 -0.042 -1.940
C -2.507 4.386 -1.166 -0.083 -0.097 0.103 -2.030
C 0.107 6.089 3.034 0.009 0.143 0.060 2.039
C 0.518 7.045 1.905 -0.044 -0.097 0.211 -1.656
C 1.252 6.008 4.047 -0.205 -0.014 -0.194 -2.124
C -1.120 6.661 3.763 0.181 -0.053 -0.095 -1.578
H -0.854 -3.880 0.634 -0.018 0.048 0.017 0.417
H 0.429 -3.005 -0.253 0.045 0.005 -0.069 0.315
H -1.253 -2.785 -0.716 -0.038 0.022 -0.047 0.297
H -2.275 -2.673 2.137 0.017 0.019 -0.052 0.393
H -2.741 -1.625 0.770 -0.024 0.003 -0.039 0.314
H -2.128 -0.895 2.247 -0.001 0.072 -0.038 0.354
H 0.616 -2.963 2.252 -0.050 0.133 0.076 0.372
H -0.151 -1.587 3.056 -0.017 -0.092 -0.116 0.554
H 2.168 -1.544 1.090 -0.006 0.086 0.104 0.398
H 2.183 -1.074 2.807 -0.068 0.057 -0.078 0.399
H 3.223 1.043 1.682 -0.172 0.052 -0.055 0.507
H 2.101 2.010 0.703 0.067 -0.096 0.129 0.609
H 4.714 1.768 0.016 0.053 0.053 0.065 0.566
H 4.884 -0.436 -3.616 0.073 -0.023 -0.126 0.382
H 0.568 -1.719 -2.935 -0.109 -0.039 0.012 0.168
H 1.457 -3.110 -2.318 -0.081 -0.048 0.089 0.277
H 1.007 -3.042 -4.026 0.070 -0.065 -0.145 0.465
H 1.709 -0.177 -4.641 -0.119 0.120 -0.013 0.223
H 2.083 -1.617 -5.594 -0.063 -0.084 -0.131 0.475
H 3.367 -0.494 -5.145 0.091 0.073 -0.062 0.271
H 3.904 -3.408 -2.841 0.024 -0.068 0.096 0.342
H 4.641 -2.456 -4.129 0.134 0.015 -0.037 0.296
H 3.326 -3.566 -4.503 -0.046 -0.103 -0.112 0.492
H 6.942 1.491 -0.076 -0.029 0.058 0.134 0.302
H 8.270 1.588 -1.233 0.133 0.082 -0.012 0.448
H 7.460 0.046 -0.933 0.038 -0.121 0.036 0.364
H 5.664 3.332 -1.377 -0.009 0.068 0.098 0.329
H 5.349 3.095 -3.090 -0.064 0.079 -0.092 0.377
H 6.998 3.429 -2.538 0.120 0.133 -0.015 0.434
H 7.103 -0.175 -3.424 0.027 -0.092 -0.058 0.386
H 7.881 1.396 -3.642 0.073 0.046 -0.012 0.444
H 6.271 1.116 -4.309 -0.025 -0.026 -0.153 0.394
H 1.540 1.291 3.299 -0.096 -0.087 -0.115 0.280
H -0.024 0.471 3.067 0.104 -0.091 -0.005 0.398
H 1.310 3.569 3.374 0.121 -0.005 0.093 0.464
H -1.874 5.532 1.358 -0.078 0.126 -0.087 0.307
H -4.459 3.715 1.614 -0.039 -0.081 0.084 0.390
H -4.972 4.339 0.041 -0.122 -0.011 -0.086 0.487
H -3.876 5.275 1.045 -0.009 0.148 0.052 0.299
H -3.853 1.612 0.367 0.015 -0.159 0.068 0.306
H -2.695 1.642 -0.957 -0.102 -0.063 -0.014 0.254
H -4.287 2.372 -1.160 -0.128 0.118 -0.126 0.531
H -2.229 5.396 -0.873 0.055 0.112 0.024 0.283
H -3.310 4.450 -1.896 -0.127 0.011 -0.145 0.495
H -1.647 3.920 -1.642 0.118 -0.071 -0.115 0.504
H 1.369 6.640 1.360 0.088 -0.008 -0.066 0.359
H 0.792 8.017 2.315 0.039 0.145 0.005 0.462
H -0.299 7.186 1.201 -0.058 0.028 -0.105 0.322
H 2.165 5.652 3.576 0.157 -0.063 -0.014 0.380
H 0.995 5.341 4.867 0.032 -0.074 0.101 0.370
H 1.446 6.998 4.459 0.035 0.086 0.037 0.445
H -1.953 6.800 3.080 -0.122 0.029 -0.051 0.307
H -0.877 7.626 4.204 0.002 0.140 0.083 0.456
H -1.439 5.982 4.551 -0.038 -0.037 0.088 0.348
O -3.216 1.420 -4.862 0.041 -0.086 0.130 -0.736
C -2.071 2.114 -4.908 0.084 -0.008 -0.015 0.515
C -1.901 3.113 -5.868 -0.141 -0.011 -0.025 -0.757
C -0.718 3.821 -5.934 -0.105 -0.014 -0.080 -0.440
C 0.315 3.558 -5.046 0.260 0.158 0.043 -0.908
C 0.152 2.588 -4.078 -0.057 0.019 -0.051 -0.184
C -1.030 1.863 -4.000 -0.100 -0.266 0.118 0.030
C -1.213 0.820 -2.939 -0.241 -0.095 -0.018 0.607
O -2.230 0.094 -2.958 -0.208 0.023 -0.121 -0.928
O -0.307 0.743 -2.071 0.355 0.164 0.935 -1.003
H -3.072 0.756 -4.106 -0.063 0.134 -0.231 0.371
H -2.706 3.315 -6.557 -0.116 -0.014 -0.051 0.445
H -0.599 4.589 -6.687 -0.009 0.028 -0.045 0.358
H 1.238 4.112 -5.112 0.106 0.066 0.022 0.427
H 0.934 2.379 -3.362 0.014 -0.066 0.046 0.415
```
Forces are in eV/Å.

multiplicity	2
LUMO level (spin up / spin down)	0.0903 / 0.0904	Eh
gap between HOMO and LUMO (spin up / spin down)	0.25981 / 0.26059	Eh
total charge	-1

Question: Which of these has the lowest total charge?
Answer: C41H59CoN2O5

Question: Which of these has the highest multiplicity?
Answer: C41H58F3GeN4O3PSSe2Si3W